[1]
Molecular formula: C5H14NS
Method: DFT, the ωB97M-V functional and the def2-TZVPD basis

The geometry in XYZ format:
```
21
Properties=species:S:1:pos:R:3:mulliken_charge:R:1
S -0.064 0.118 1.395 -0.098
N 1.713 -1.861 -1.229 -0.252
C 0.819 -0.704 -1.417 0.114
C -2.654 0.464 0.566 -1.138
C -1.400 1.238 0.978 -0.290
C 1.355 1.163 0.897 -0.870
C 0.260 -0.454 -2.593 -0.833
H -1.133 1.845 0.111 0.272
H -3.359 1.085 0.007 0.345
H 2.277 0.569 1.024 0.269
H 1.204 1.478 -0.118 0.425
H 1.409 1.987 1.611 0.325
H -0.530 0.278 -2.566 0.252
H 0.041 -0.440 -0.293 0.082
H 2.689 -1.563 -1.175 0.353
H -3.203 0.062 1.418 0.321
H -2.357 -0.291 -0.169 0.309
H -1.639 1.965 1.748 0.439
H 1.451 -2.335 -0.365 0.370
H 0.490 -1.007 -3.505 0.272
H 1.568 -2.559 -1.962 0.333
```

## Properties
- charge = +1
- Kohn-Sham gap (eV) = 8.94
- energy relative to the best compared isomer or geometry (same formula, charge and spin) (eV) = 2.934
- 2S+1 = 1

[2]
Molecular formula: C14H9ClF3FeIN2O3S2
Method: DFT, the ωB97M-V functional and the def2-TZVPD basis

The geometry in XYZ format:
```
36
Properties=species:S:1:pos:R:3:mulliken_charge:R:1
I -4.205 1.520 -3.263 0.232
Fe -0.723 0.021 0.095 0.363
Cl 0.284 5.053 -4.316 -0.164
S 1.640 -3.420 0.878 -0.064
S -0.768 -2.211 -0.807 -0.470
F 1.057 0.561 4.205 -0.235
F -1.082 0.955 4.393 -0.242
F -0.418 -1.099 4.493 -0.235
O 0.561 -0.711 1.793 -0.548
O -2.034 0.755 -1.291 -0.634
O -1.336 0.415 1.920 -0.851
N 0.660 1.284 -1.027 -0.602
N -0.829 -3.903 1.122 -0.162
C 0.436 3.007 -2.723 -0.104
C -0.106 1.968 -1.872 0.944
C -0.285 -4.711 2.199 -0.579
C 1.953 1.439 -0.958 0.012
C -0.268 -0.046 2.415 1.090
C -0.504 3.719 -3.587 0.612
C 1.134 -4.040 2.487 -0.392
C -0.035 -3.102 0.416 0.444
C -1.786 3.393 -3.764 -0.588
C -1.502 1.577 -2.060 0.890
C -0.165 0.098 3.909 0.786
C 2.613 2.420 -1.747 -0.818
C -2.316 2.311 -2.953 -0.434
C 1.862 3.246 -2.528 -0.388
H 3.654 2.757 -1.628 0.350
H 2.409 4.133 -2.886 0.320
H -0.932 -4.678 3.107 0.341
H 1.034 -3.071 3.090 0.075
H -2.499 4.004 -4.232 0.501
H 1.811 -4.782 2.797 0.486
H 2.517 0.773 -0.279 0.462
H 0.000 -5.703 1.774 0.317
H -1.832 -3.933 0.830 0.285
```

## Properties
- charge = +1
- Kohn-Sham gap (spin up / spin down) (eV) = 7.99 / 6.02
- energy relative to the best compared isomer or geometry (same formula, charge and spin) (eV) = 1.105
- 2S+1 = 6

[3]
Molecular formula: C15H22N3O7S
Method: DFT, the ωB97M-V functional and the def2-TZVPD basis

The geometry in XYZ format:
```
48
Properties=species:S:1:pos:R:3:mulliken_charge:R:1
S 0.291 -4.844 1.226 -0.217
O -1.915 -3.466 1.969 -0.312
O 0.353 -1.831 -1.859 -0.572
O 5.892 -2.998 0.377 -0.474
O 4.525 -3.112 2.134 -0.473
O 1.496 -0.050 -1.167 -0.314
O 3.144 1.212 -0.303 -0.580
O -1.052 1.348 0.673 -0.537
N -1.404 -1.405 1.384 -0.771
N -2.726 3.486 -0.587 0.004
N -0.323 -2.211 1.090 0.186
C -4.058 2.822 -0.573 -0.868
C -2.817 4.746 -1.384 -0.874
C 4.395 -1.140 0.804 -0.235
C -1.487 1.234 -0.660 0.263
C 2.386 -3.589 -0.153 -0.807
C 3.154 -1.164 -0.015 -0.161
C 2.316 -2.115 -0.432 1.493
C -0.669 -3.424 1.434 0.400
C -2.336 3.853 0.815 -0.838
C 1.265 -1.417 -1.225 0.323
C -2.306 -2.180 1.907 -0.138
C -1.690 2.607 -1.254 -1.017
C 2.656 0.152 -0.477 -0.238
C 1.050 -4.326 -0.352 -1.040
C 4.931 -2.489 1.211 0.274
H 5.152 -0.624 0.217 0.367
H 4.239 -0.548 1.702 0.380
H -2.010 2.500 -2.291 0.310
H -4.007 1.941 0.058 0.363
H -0.888 0.440 0.995 0.477
H 0.318 -3.693 -0.822 0.270
H -2.489 3.002 1.465 0.367
H -3.266 -1.861 2.262 0.463
H 6.679 -2.440 0.431 0.349
H 1.144 -5.226 -0.946 0.590
H -0.760 3.173 -1.223 0.419
H -0.723 0.743 -1.273 0.063
H -2.398 0.627 -0.723 0.350
H -4.325 2.547 -1.590 0.356
H 2.684 -3.726 0.877 0.482
H -1.846 5.233 -1.375 0.388
H -4.786 3.522 -0.169 0.396
H -2.971 4.680 1.129 0.383
H -1.294 4.154 0.820 0.354
H -3.105 4.498 -2.403 0.391
H -3.565 5.391 -0.931 0.401
H 3.145 -4.034 -0.792 0.606
```

## Properties
- charge = +1
- Kohn-Sham gap (eV) = 8.78
- 2S+1 = 1

[4]
Molecular formula: C3H4N2O
Method: DFT, the ωB97M-V functional and the def2-TZVPD basis

The geometry in XYZ format:
```
10
Properties=species:S:1:pos:R:3:mulliken_charge:R:1
O 0.465 1.994 0.164 -0.527
N -1.168 0.374 -0.203 0.215
N -1.364 -0.963 -0.268 -0.750
C -0.167 -1.476 -0.059 -0.352
C 0.834 -0.484 0.090 -0.408
C 0.129 0.694 0.014 0.468
H -0.049 -2.549 0.013 0.413
H 1.904 -0.613 0.161 0.333
H 1.277 2.035 0.686 0.334
H -1.861 0.989 -0.598 0.274
```

## Properties
- SMILES = Oc1ccn[nH]1
- Kohn-Sham gap (eV) = 9.52
- energy relative to the best compared isomer or geometry (same formula, charge and spin) (eV) = 1.165
- 2S+1 = 1